[1]
Molecular formula: C3H4OS2
Method: DFT, ωB97M-V/def2-TZVPD

Values from the calculation:
SMILES string ... CSC(=O)C=S
Gap between HOMO and LUMO ... 7.40 eV
Lowest unoccupied orbital energy ... -1.48 eV
HOMO level ... -8.87 eV
Relative energy (zero: lowest compared OMol25 entry of this formula, charge and spin) ... 75.76 kcal per mole

XYZ file:
```
10
Properties=species:S:1:pos:R:3:forces:R:3
C 1.8330 0.5799 -0.0202 2.672 -2.422 -0.523
C -0.7469 -0.1683 -0.1970 -4.264 3.103 2.727
C -2.0042 -0.9948 0.1560 -2.334 3.490 -2.404
H 1.6352 1.4625 -0.5854 -1.235 0.378 -0.091
H 1.7373 0.6378 1.0744 0.631 0.718 -0.604
H 2.9876 0.3697 -0.4482 -3.144 -0.240 1.655
H -1.8115 -2.0257 0.4782 -0.963 0.264 0.058
O -0.9053 1.0433 -0.0307 1.212 -0.704 -0.994
S 0.6643 -0.9435 -0.2326 4.776 -0.560 -1.148
S -3.3895 0.0389 -0.1945 2.649 -4.028 1.325
```
Positions in Å, forces in eV/Å.

---

[2]
Molecular formula: C9H10N3O2PdS2
Method: DFT, ωB97M-V/def2-TZVPD

Values from the calculation:
Total charge ... +1
Gap between HOMO and LUMO (spin up / spin down) ... 8.03 / 5.88 eV
Multiplicity ... 5
Lowest unoccupied orbital energy (spin up / spin down) ... -5.19 / -8.42 eV
HOMO level (spin up / spin down) ... -13.22 / -14.29 eV
Relative energy (zero: lowest compared OMol25 entry of this formula, charge and spin) ... 0.00 kcal per mole

XYZ file:
```
27
Properties=species:S:1:pos:R:3:forces:R:3
Pd 0.2894 -0.0054 0.0872 -0.206 -0.127 -0.235
C -1.2572 2.7548 -0.7794 -0.001 0.014 -0.005
O -1.3226 1.4879 -0.1060 0.029 0.027 0.052
C -2.6258 0.8816 -0.1361 -0.028 0.038 -0.023
C -2.6151 -0.2814 0.8116 -0.063 -0.011 0.058
O -1.6091 -1.2030 0.3732 0.067 0.075 -0.015
C -1.5345 -2.3655 1.2236 0.016 -0.043 0.016
H -2.0085 3.4227 -0.3592 0.002 -0.004 0.007
H -1.4254 2.6280 -1.8496 0.001 -0.009 0.002
H -0.2707 3.1709 -0.5961 -0.002 0.001 -0.006
H -2.8570 0.5652 -1.1570 0.008 0.012 0.004
H -3.3648 1.6145 0.1936 0.000 0.002 -0.018
H -3.5893 -0.7756 0.7961 0.013 -0.004 0.020
H -2.3886 0.0472 1.8304 -0.004 -0.015 0.001
H -2.5101 -2.8501 1.2466 0.002 0.006 -0.011
H -1.2220 -2.0803 2.2282 -0.006 0.008 0.000
H -0.8038 -3.0371 0.7818 0.001 0.002 0.003
S 1.6992 -1.6218 -0.9901 -0.003 0.081 0.088
C 3.2255 -0.9854 -0.4472 0.054 0.095 0.018
C 4.2484 -1.9326 -0.2050 0.033 0.005 0.063
N 5.0617 -2.7190 0.0136 -0.019 -0.013 -0.031
C 3.4476 0.3837 -0.3515 -0.058 -0.075 -0.020
S 2.1978 1.5056 -0.5081 0.032 -0.039 -0.011
C 4.7781 0.8656 -0.1476 0.044 0.011 0.042
N 5.8458 1.2547 0.0188 -0.010 0.005 -0.012
N 1.0115 -0.2325 3.1918 0.008 0.017 0.009
C 0.7983 -0.1011 2.0653 0.088 -0.057 0.007
```
Positions in Å, forces in eV/Å.

---

[3]
Molecular formula: C44H44HfO6P
Method: DFT, ωB97M-V/def2-TZVPD

Values from the calculation:
Total charge ... +1
Gap between HOMO and LUMO ... 6.46 eV
Lowest unoccupied orbital energy ... -2.25 eV
HOMO level ... -8.71 eV
Relative energy (zero: lowest compared OMol25 entry of this formula, charge and spin) ... 9.48 kcal per mole

XYZ file:
```
96
Properties=species:S:1:pos:R:3:forces:R:3
Hf 1.3199 0.1781 -2.1960 0.489 -0.422 -0.406
C 2.2871 3.0265 -2.1010 1.050 0.739 -1.245
C 0.8392 3.4587 -2.2283 0.999 -0.325 1.343
O 0.1347 2.2950 -1.9724 -1.910 -1.396 -0.169
C -1.3189 2.5050 -1.9472 1.012 -0.852 0.459
C -1.9250 2.3272 -3.2885 -2.685 1.024 -0.584
O -1.8503 1.0356 -3.8620 0.721 0.943 0.755
C -2.7159 0.1049 -3.3135 -1.587 -1.636 -0.790
C -2.0424 -1.1781 -2.9416 0.591 -0.294 -0.075
O -1.1049 -0.8568 -1.8911 0.867 -0.448 0.807
C -1.4641 -1.2261 -0.5088 -0.777 1.438 -1.361
C -0.5790 0.4721 1.0935 0.879 0.526 2.113
O 0.5316 0.8584 0.2752 0.016 0.364 0.381
C 1.7023 1.3569 1.0092 -1.819 -1.045 0.240
C 2.3889 2.3820 0.2538 1.112 2.041 -0.969
O 2.4101 2.0268 -1.1369 0.672 -1.935 0.610
H 2.9682 3.8251 -1.8005 -0.115 0.294 -0.521
H 2.6080 2.5417 -3.0735 -0.170 0.669 1.058
H 0.6493 3.7766 -3.1999 -0.258 1.004 -1.807
H 0.5361 4.1980 -1.4970 0.051 0.479 0.172
H -1.4024 3.5492 -1.5754 -0.770 -0.859 0.070
H -1.7281 1.6712 -1.3375 0.355 1.131 0.289
H -1.5197 3.0298 -3.9698 0.814 0.381 -1.023
H -3.0255 2.7133 -3.2373 1.470 -0.907 0.191
H -3.4706 -0.1796 -4.0593 -0.040 0.216 -0.186
H -3.3095 0.3728 -2.4478 0.110 0.923 0.398
H -1.4214 -1.5839 -3.7590 -0.431 0.126 0.209
H -2.8145 -1.9401 -2.6391 0.889 0.668 -0.049
H -0.5496 -1.6137 -0.0971 0.065 -1.162 0.129
H -2.3760 -1.8579 -0.5467 0.994 -0.041 0.121
H -0.2824 -0.3609 1.7612 0.262 0.207 -0.136
H -0.8536 1.3030 1.7667 0.094 -0.145 -0.329
H 2.3142 0.5086 1.1593 0.681 -0.684 0.208
H 1.5142 1.7972 1.9856 -0.708 -0.202 0.233
H 3.4017 2.5011 0.7437 -0.613 -0.247 -1.022
H 1.9354 3.3828 0.3125 -0.244 -0.313 0.138
O 1.8793 0.3329 -3.8940 -0.642 0.163 1.281
C 2.8561 -1.2333 -1.5599 -0.768 -0.159 1.553
C 4.0598 -1.9641 -2.0367 -0.005 -0.892 1.409
C 4.6599 -2.2339 -3.2324 0.326 0.657 -0.133
C 5.9656 -2.6772 -3.2597 -0.005 -0.490 -0.438
C 6.6117 -3.0102 -2.0824 2.556 -0.821 0.729
C 5.9908 -2.9808 -0.8333 -1.005 0.674 -1.685
C 4.7034 -2.5055 -0.8897 -0.390 0.906 0.339
P 3.4156 -1.8465 0.1239 -0.409 -1.994 -0.368
C 2.7841 -3.3135 1.1444 3.403 -0.361 -1.336
C 1.6061 -3.3411 1.7558 -2.922 -0.331 0.688
C 1.1048 -4.4603 2.4605 1.152 0.174 -0.141
C 1.9247 -5.5879 2.5190 0.100 0.466 0.446
C 3.2313 -5.5841 2.0022 0.353 1.614 0.058
C 3.6704 -4.4073 1.3566 -0.465 -0.852 0.421
C 4.1325 -0.7826 1.3565 -0.884 -0.565 0.984
C 5.0467 0.0863 0.8315 2.016 2.034 2.855
C 5.7125 0.9188 1.7774 -0.501 0.140 -0.947
C 5.3053 0.9987 3.1073 1.511 0.179 0.488
C 4.4394 0.0727 3.6606 -0.947 -1.739 -0.964
C 3.8591 -0.8705 2.7459 0.117 0.779 0.543
H 4.2075 -1.9227 -4.1129 -0.829 0.445 -1.635
H 6.4062 -2.7748 -4.2644 0.195 -0.005 0.811
H 7.6945 -3.2929 -2.0346 -1.078 0.171 -0.589
H 6.4915 -3.2100 0.0715 0.434 -0.315 0.636
H 1.0406 -2.4490 1.5913 -0.947 0.383 0.386
H 0.1997 -4.4215 3.0691 0.115 0.019 -0.526
H 1.6031 -6.3960 3.1448 -0.144 -0.518 0.006
H 3.9946 -6.3444 2.2613 -0.892 0.312 -0.390
H 4.7259 -4.3720 1.1375 -0.016 0.216 -0.529
H 5.4294 0.1486 -0.1517 -0.248 -0.399 -1.139
H 6.5705 1.5289 1.4602 -0.584 -0.167 0.044
H 5.8836 1.6865 3.7472 -0.557 -0.346 -0.219
H 4.2823 -0.0461 4.7535 -0.012 0.355 -0.978
H 3.1699 -1.6612 3.1059 0.600 0.650 -0.231
C -1.7415 -0.0005 0.3429 -0.748 -0.889 -0.862
C -2.9603 0.4009 0.5873 1.539 -0.069 0.223
C -4.0908 0.8606 1.0005 -2.020 0.317 -0.164
C -5.0699 0.0335 1.7726 -0.072 -0.435 1.070
C -6.0915 0.6545 2.5006 0.391 -0.121 -0.421
C -7.1376 -0.0946 2.9730 -0.903 -0.938 1.041
C -7.2090 -1.5081 2.8620 1.720 2.932 -1.280
C -6.1644 -2.1242 2.2192 -0.081 0.283 0.686
C -5.0983 -1.3603 1.7758 -0.199 0.255 -0.414
C -4.6501 2.1510 0.4828 -0.911 0.758 -0.650
C -6.0025 2.2674 0.0907 1.499 -0.415 0.026
C -6.5445 3.4882 -0.2695 -1.148 -0.486 0.935
C -5.7835 4.6384 -0.2474 0.036 0.999 -0.908
C -4.4449 4.5475 0.0240 0.868 -0.031 0.662
C -3.9263 3.3227 0.4335 1.465 0.009 0.389
H -6.0426 1.7218 2.6375 -0.300 0.153 0.053
H -7.9511 0.3887 3.5070 0.132 0.117 -0.094
H -8.0759 -1.9759 3.1399 -1.842 -1.307 0.846
H -6.1633 -3.1878 2.0910 0.169 -0.386 -0.061
H -4.3152 -1.9344 1.3813 1.239 -0.376 -0.942
H -6.4771 1.3129 0.1135 -1.223 -0.046 -0.204
H -7.6281 3.5769 -0.3218 0.187 -0.127 -0.586
H -6.1826 5.6233 -0.5215 -0.143 -0.566 0.237
H -3.7914 5.4285 0.0567 -0.397 -0.359 -0.111
H -2.9032 3.2843 0.8027 0.048 0.087 -0.152
```
Positions in Å, forces in eV/Å.

---

[4]
Molecular formula: C40H34Cl2EuN6O7P
Method: DFT, ωB97M-V/def2-TZVPD

Values from the calculation:
Gap between HOMO and LUMO (spin up / spin down) ... 7.08 / 7.62 eV
Multiplicity ... 7
Lowest unoccupied orbital energy (spin up / spin down) ... -0.83 / -0.29 eV
HOMO level (spin up / spin down) ... -7.90 / -7.91 eV
Relative energy (zero: lowest compared OMol25 entry of this formula, charge and spin) ... 0.00 kcal per mole

XYZ file:
```
91
Properties=species:S:1:pos:R:3:forces:R:3
Eu 0.2436 1.0002 0.7480 0.680 0.140 0.764
O 3.9144 -0.3587 3.2525 -0.977 0.919 -0.462
C 3.0176 0.3200 2.7543 -1.345 -1.514 -1.297
O 1.9470 -0.1075 2.0751 1.160 0.185 0.824
C 3.0201 1.8279 2.7947 0.875 1.837 0.555
C 4.1359 2.6410 3.1662 -1.895 0.441 -0.196
C 3.9651 4.0525 3.1269 -0.727 -1.272 -0.086
C 2.7353 4.6076 2.7330 -0.328 -1.012 -0.374
C 1.6796 3.7155 2.3529 2.622 0.723 0.983
N 1.8600 2.3849 2.4240 -0.160 0.634 -0.878
C 0.3645 4.1946 1.8312 -2.879 -0.323 -0.424
O -0.0572 5.3541 1.8683 1.494 -1.152 0.104
O -0.3673 3.1878 1.3852 0.665 -0.112 -0.145
H 5.0322 2.1777 3.5440 0.148 -0.080 -0.161
H 4.7783 4.6936 3.4333 0.067 0.075 -0.043
H 2.6103 5.6933 2.6757 -0.169 -0.507 0.025
Cl -5.1748 4.2985 -4.0671 0.146 0.005 0.138
C -4.2161 3.4073 -2.9140 0.812 0.058 -0.167
C -4.8434 2.4682 -2.0943 1.538 -0.639 0.549
C -4.1017 1.6663 -1.2206 -0.149 0.940 -1.437
Cl -5.0464 0.6108 -0.2861 -0.140 -0.947 0.834
C -2.6568 1.6795 -1.1151 -0.403 1.543 0.197
O -2.0402 0.9733 -0.2561 0.485 -0.008 -0.221
C -2.0708 2.7535 -1.9263 -0.936 -0.235 -0.310
C -0.6826 3.0503 -1.8818 0.449 -0.619 0.435
O 0.2082 2.3483 -1.3652 -0.231 0.384 -0.072
C -2.8499 3.5679 -2.8249 -0.040 -0.866 0.928
H -5.8973 2.3171 -2.1484 -0.560 0.045 0.035
H -0.3578 3.9943 -2.3453 -0.135 -0.006 -0.205
H -2.3064 4.2835 -3.4206 -0.126 0.213 -0.136
C -0.2713 0.4453 4.7203 -0.477 -0.874 -0.345
C -1.7275 -0.0601 4.5443 0.971 -0.636 0.410
C -2.6569 0.8196 5.3941 -0.547 0.437 -1.288
C -2.1874 -0.1001 3.0755 -0.086 0.285 -0.210
C -3.5152 -0.8631 3.0246 0.408 -0.279 -1.085
O -3.1012 -2.2030 2.5422 0.596 1.202 -0.587
C -1.8479 -2.0366 1.9221 -1.398 1.571 1.962
N -1.2931 -0.8902 2.1501 -0.196 -0.617 -0.381
C -1.4497 -3.2895 1.2563 0.315 -1.306 -1.330
C -1.9281 -4.5051 1.8558 0.687 0.428 -1.028
C -1.7481 -5.7457 1.2268 0.112 1.222 -0.431
C -1.1245 -5.7978 -0.0482 -0.155 -0.147 1.040
C -0.5934 -4.6607 -0.6013 -0.639 0.760 0.711
C -0.7730 -3.3854 0.0075 -0.459 -1.454 0.466
P -0.0898 -2.0629 -0.9926 0.756 1.583 0.511
C 1.5899 -2.6790 -1.3276 0.278 0.907 -0.218
C 2.3281 -2.1641 -2.4199 -0.707 0.150 0.651
C 3.7000 -2.3206 -2.4279 0.106 -0.237 -0.306
C 4.3586 -3.0160 -1.4177 -0.705 0.304 0.016
C 3.6033 -3.5573 -0.3736 1.299 -0.251 -0.138
C 2.2494 -3.3430 -0.2954 -0.765 -0.342 -0.447
C -0.9087 -2.1166 -2.5962 -1.317 -0.967 0.006
C -2.2170 -1.5775 -2.6459 0.407 0.887 -0.769
C -2.7592 -1.1991 -3.8807 0.019 -0.805 0.459
C -2.1034 -1.5560 -5.0591 -0.336 -0.148 -0.163
C -0.9715 -2.3485 -4.9978 0.808 -0.051 0.318
C -0.3688 -2.6650 -3.7536 -0.570 0.806 -1.155
H -0.0623 0.5145 5.7971 0.149 0.207 -0.395
H -0.1603 1.4052 4.2122 0.065 0.223 0.269
H 0.4438 -0.2460 4.2470 -0.192 0.205 0.225
H -1.7827 -1.1295 4.9057 0.075 0.920 -0.206
H -2.6161 1.8588 5.0112 0.041 -0.375 0.178
H -2.3622 0.8494 6.4249 0.215 -0.149 0.517
H -3.7160 0.5213 5.3363 0.348 0.017 0.126
H -2.2463 0.9476 2.6662 -0.160 -0.853 0.366
H -4.2292 -0.3736 2.3363 0.274 -0.678 0.070
H -3.9738 -0.9972 3.9950 -0.001 -0.128 0.068
H -2.4544 -4.3977 2.7928 0.021 -0.292 0.015
H -2.1334 -6.6269 1.7195 0.030 -0.108 -0.139
H -1.0125 -6.7155 -0.6074 -0.084 -0.253 0.245
H -0.0450 -4.7230 -1.5358 -0.166 0.034 0.052
H 1.8102 -1.5848 -3.2040 0.512 -0.369 0.508
H 4.2524 -1.9421 -3.2745 0.191 0.174 -0.002
H 5.4384 -3.0622 -1.4516 -0.014 -0.334 0.121
H 4.1184 -4.1828 0.3485 -0.150 0.259 0.203
H 1.6299 -3.7480 0.5046 0.528 0.105 0.050
H -2.7602 -1.3690 -1.7248 0.228 0.230 -0.103
H -3.7233 -0.7083 -3.9544 0.067 0.029 0.224
H -2.5573 -1.2924 -6.0217 0.345 -0.036 0.366
H -0.4572 -2.6392 -5.9183 -0.318 -0.137 0.296
H 0.5368 -3.2586 -3.7621 -0.047 0.147 0.155
N 2.8255 3.0430 -3.3251 -0.058 -0.293 0.039
C 3.9731 2.3420 -3.1375 -0.420 -0.904 1.197
N 5.0338 2.5697 -3.9076 0.642 0.608 -1.077
N 4.1438 1.4102 -2.1851 0.951 1.232 -1.708
C 3.1667 1.1114 -1.4191 -2.437 -1.046 1.972
N 2.3053 0.7594 -0.7028 0.976 0.661 -0.873
H 2.6802 3.6581 -4.1228 0.239 -0.386 0.453
H 1.9988 2.7900 -2.7692 0.504 0.103 -0.181
H 4.9902 3.2265 -4.6774 0.020 -0.233 0.345
H 5.9081 2.0645 -3.7776 -0.720 0.142 0.198
```
Positions in Å, forces in eV/Å.

---

[5]
Molecular formula: C9H14
Method: DFT, ωB97M-V/def2-TZVPD

Values from the calculation:
SMILES string ... Cc1ccccc1.CC
Gap between HOMO and LUMO ... 10.06 eV
Lowest unoccupied orbital energy ... 1.02 eV
HOMO level ... -9.04 eV
Relative energy (zero: lowest compared OMol25 entry of this formula, charge and spin) ... 5.23 kcal per mole

XYZ file:
```
23
Properties=species:S:1:pos:R:3:forces:R:3
C 2.3833 0.0515 -0.7650 0.074 0.274 0.432
C 0.8960 -0.0753 -0.9817 0.553 0.760 0.487
C 0.1179 1.0828 -0.9636 0.484 -0.346 -0.275
C 0.3145 -1.2953 -1.2397 0.718 -0.672 -0.258
C -1.2067 1.0041 -1.3209 -0.723 0.157 0.229
C -1.0309 -1.3962 -1.5230 -0.042 0.037 0.235
C -1.7874 -0.2437 -1.5261 -0.447 0.151 -0.629
H 2.6887 1.0942 -0.8127 -0.076 0.168 -0.082
H 2.9264 -0.4529 -1.5551 0.184 -0.324 0.012
H 0.6078 2.0169 -0.7177 -0.160 0.124 -0.167
H 0.9812 -2.1591 -1.2764 -0.331 0.033 0.018
H -1.8015 1.9080 -1.4509 0.065 -0.213 0.240
H -1.4901 -2.3431 -1.7664 0.018 -0.097 0.086
H -2.8301 -0.3358 -1.7967 -0.110 0.218 0.036
H 2.7288 -0.2873 0.2242 -0.207 -0.257 -0.349
C -0.4393 0.5343 3.9092 0.326 0.438 -0.470
C 0.1969 0.2162 2.5589 0.620 0.451 -0.330
H 0.2140 1.1831 4.4917 -0.028 -0.081 0.183
H -1.3786 1.0653 3.7556 -0.041 -0.035 0.158
H -0.6227 -0.3762 4.4646 -0.156 -0.120 0.183
H -0.5535 -0.0184 1.8181 -0.159 -0.459 -0.192
H 0.7702 1.0403 2.1017 -0.354 0.117 0.430
H 0.9412 -0.5756 2.6258 -0.208 -0.325 0.024
```
Positions in Å, forces in eV/Å.

---

For each record above, in turn, the calculated largest force on an atom values are 5.9; 0.3; 4.0; 3.3; 1.1 eV/A.